Entry from OMol25: 2 unconnected molecules or ions with the total composition C19H35ClNO6S2 in a non-equilibrium geometry (ωB97M-V with the def2-TZVPD basis set).

Highest occupied orbital energy: -10.187 eV
HOMO-LUMO gap: 7.584 eV
LUMO energy: -2.60 eV
Net charge: +1

CARTESIAN COORDINATES (ANGSTROEM)
O1 -2.61 -7.10 -0.08
C1 -2.20 -6.03 0.02
O2 -2.34 -5.20 1.12
C2 -2.30 -3.90 0.68
O3 -2.77 -2.98 1.18
C3 -1.47 -3.99 -0.60
C4 -0.82 -2.79 -1.24
C5 -0.15 -1.84 -0.22
C6 0.92 -0.98 -0.97
C7 2.35 -1.30 -0.49
S1 3.01 -2.79 -1.25
O4 3.46 -2.40 -2.54
O5 2.05 -3.84 -1.29
Cl1 4.58 -3.39 -0.09
C8 -1.39 -5.24 -1.01
C9 -0.68 -5.87 -2.16
C10 -1.50 -5.90 -3.46
C11 -0.57 -6.47 -4.59
S2 -0.30 -8.29 -4.41
H1 -1.62 -2.23 -1.73
H2 -0.12 -3.13 -2.01
H3 0.28 -2.34 0.66
H4 -0.94 -1.15 0.12
H5 0.79 -1.04 -2.05
H6 0.75 0.06 -0.67
H7 2.33 -1.35 0.60
H8 3.01 -0.47 -0.78
H9 0.27 -5.34 -2.33
H10 -0.46 -6.90 -1.88
H11 -2.37 -6.56 -3.41
H12 -1.80 -4.91 -3.81
H13 -0.95 -6.26 -5.59
H14 0.41 -6.03 -4.41
H15 0.28 -8.45 -3.20
C12 2.07 4.03 3.04
C13 0.78 4.81 2.94
N1 0.54 5.48 1.59
C14 1.66 6.47 1.37
C15 -0.72 6.32 1.65
C16 -2.04 5.58 1.84
C17 0.59 4.53 0.40
C18 -0.31 3.30 0.42
O6 -0.01 2.45 1.51
C19 -1.12 1.71 2.01
H16 2.95 4.67 2.97
H17 2.11 3.55 4.02
H18 2.16 3.24 2.30
H19 0.78 5.61 3.67
H20 -0.07 4.18 3.15
H21 1.69 7.15 2.22
H22 1.44 7.02 0.45
H23 2.60 5.94 1.26
H24 -0.76 6.89 0.73
H25 -0.58 7.01 2.48
H26 -2.42 5.21 0.89
H27 -2.78 6.29 2.20
H28 -1.99 4.77 2.56
H29 1.62 4.20 0.32
H30 0.35 5.14 -0.47
H31 -0.12 2.74 -0.51
H32 -1.37 3.57 0.40
H33 -1.97 1.71 1.33
H34 -1.43 2.14 2.97
H35 -0.80 0.68 2.18



Entry from OMol25: 3 unconnected molecules or ions with the total composition C19H35FN4O9P2S in a non-equilibrium geometry (ωB97M-V with the def2-TZVPD basis set).

Highest occupied orbital energy: -8.881 eV
HOMO-LUMO gap: 8.025 eV
SMILES: N=P(O)(O)c1c(CCCF)cc(S)c2c1C(=O)N(P(=O)(O)O)C2=O.COC[C@@H](C)N.COC[C@@H](C)N
LUMO energy: -0.86 eV

CARTESIAN COORDINATES (ANGSTROEM)
N1 2.95 2.04 2.98
P1 4.08 1.76 1.98
O1 4.72 3.12 1.42
O2 5.31 0.93 2.57
C1 3.40 0.77 0.60
C2 3.23 1.18 -0.74
C3 3.57 2.56 -1.24
C4 2.57 3.61 -0.68
C5 1.75 4.18 -1.81
F1 1.03 5.29 -1.39
C6 2.68 0.30 -1.67
C7 2.25 -0.98 -1.33
S1 1.50 -2.05 -2.53
C8 2.38 -1.36 -0.01
C9 2.95 -0.51 0.93
C10 2.93 -1.27 2.25
O3 3.68 -1.28 3.15
N2 1.82 -2.22 2.10
P2 0.31 -1.68 2.57
O4 0.21 -1.39 3.99
O5 -0.12 -0.39 1.71
O6 -0.65 -2.86 2.07
C11 1.98 -2.62 0.70
O7 1.91 -3.73 0.30
H1 3.17 1.66 3.90
H2 5.51 2.94 0.89
H3 6.02 0.77 1.94
H4 3.43 2.54 -2.32
H5 4.59 2.83 -1.00
H6 3.07 4.38 -0.11
H7 1.89 3.09 -0.01
H8 2.39 4.47 -2.64
H9 1.02 3.46 -2.18
H10 2.56 0.61 -2.70
H11 2.41 -3.03 -2.59
H12 -0.42 -0.59 0.82
H13 -1.37 -2.48 1.54
C12 -0.79 -8.56 2.09
O8 -0.69 -7.21 1.70
C13 -1.89 -6.62 1.24
C14 -2.84 -6.13 2.34
C15 -3.61 -7.25 3.04
N3 -2.15 -5.32 3.35
H14 -1.50 -9.11 1.47
H15 -1.07 -8.66 3.14
H16 0.20 -9.01 1.97
H17 -1.58 -5.76 0.64
H18 -2.41 -7.31 0.55
H19 -3.58 -5.49 1.85
H20 -2.98 -7.79 3.75
H21 -4.44 -6.84 3.60
H22 -4.01 -7.97 2.32
H23 -1.73 -4.51 2.90
H24 -1.35 -5.87 3.68
C16 -3.42 6.97 -4.64
O9 -2.64 7.04 -3.47
C17 -3.23 6.47 -2.31
C18 -3.07 4.95 -2.20
C19 -4.00 4.16 -3.12
N4 -1.69 4.52 -2.43
H25 -4.49 7.06 -4.43
H26 -3.23 6.04 -5.19
H27 -3.12 7.80 -5.28
H28 -2.71 6.93 -1.47
H29 -4.29 6.76 -2.24
H30 -3.33 4.68 -1.17
H31 -3.65 4.17 -4.15
H32 -4.04 3.12 -2.80
H33 -5.01 4.56 -3.09
H34 -1.08 4.97 -1.75
H35 -1.39 4.92 -3.32



Entry from OMol25: a molecular structure, C19H35I2MgN2OSSb (ωB97M-V with the def2-TZVPD basis set).

Highest occupied orbital energy: -14.469 eV
HOMO-LUMO gap: 7.302 eV
LUMO energy: -7.17 eV
Net charge: +2

CARTESIAN COORDINATES (ANGSTROEM)
Mg1 1.43 -0.25 0.15
C1 2.97 -2.04 -4.14
N1 3.08 -1.52 -2.77
C2 3.17 -0.22 -2.48
S1 3.56 0.27 -0.85
N2 2.99 0.64 -3.47
C3 2.95 2.11 -3.39
H1 2.92 -3.13 -4.08
H2 3.83 -1.76 -4.75
H3 2.05 -1.69 -4.61
H4 3.51 -2.12 -2.09
H5 2.89 0.26 -4.40
H6 3.16 2.43 -2.38
H7 1.98 2.48 -3.69
H8 3.71 2.53 -4.05
I1 0.80 -1.25 3.10
I2 2.03 -0.66 5.38
C4 -1.20 -4.92 -1.55
C5 -0.01 -3.96 -1.68
Sb1 -0.38 -2.02 -0.86
C6 -1.44 -1.01 -2.41
C7 -2.29 -1.93 -3.30
C8 -1.88 -2.34 0.64
C9 -3.30 -2.52 0.11
H9 -0.92 -5.89 -1.96
H10 -2.07 -4.57 -2.09
H11 -1.48 -5.08 -0.51
H12 0.26 -3.79 -2.72
H13 0.87 -4.34 -1.16
H14 -0.70 -0.47 -2.99
H15 -2.05 -0.26 -1.91
H16 -1.68 -2.69 -3.79
H17 -2.78 -1.34 -4.08
H18 -3.07 -2.43 -2.73
H19 -1.82 -1.47 1.30
H20 -1.54 -3.21 1.21
H21 -3.64 -1.66 -0.47
H22 -4.00 -2.64 0.95
H23 -3.39 -3.41 -0.51
C10 -0.22 3.68 6.06
C11 -0.28 3.30 4.61
C12 0.89 3.04 3.89
C13 0.86 2.66 2.57
C14 2.18 2.50 1.86
C15 -0.41 2.51 1.94
C16 -0.58 1.96 0.64
O1 0.26 1.27 0.00
C17 -1.61 2.86 2.63
C18 -2.97 2.84 1.97
C19 -1.51 3.23 3.96
H24 0.80 3.76 6.43
H25 -0.76 2.94 6.67
H26 -0.72 4.64 6.23
H27 1.85 3.18 4.38
H28 2.91 3.18 2.30
H29 2.13 2.72 0.80
H30 2.60 1.50 2.00
H31 -1.53 2.13 0.14
H32 -3.25 1.84 1.63
H33 -3.01 3.51 1.12
H34 -3.73 3.16 2.68
H35 -2.42 3.48 4.50



Entry from OMol25: a molecular structure, C19H35N2O13S2 in a non-equilibrium geometry (ωB97M-V with the def2-TZVPD basis set).

Highest occupied orbital energy: -5.353 eV
HOMO-LUMO gap: 7.380 eV
LUMO energy: 2.03 eV
Net charge: -1

CARTESIAN COORDINATES (ANGSTROEM)
C1 6.13 1.18 1.08
C2 6.48 -0.16 0.18
C3 7.02 -1.44 1.06
C4 5.87 -2.25 1.89
O1 4.65 -1.49 2.17
N1 3.67 -2.14 1.50
S1 3.02 -3.49 2.40
C5 2.58 -1.18 1.06
S2 0.90 -1.92 1.50
O2 2.76 -0.98 -0.42
C6 2.42 -2.32 -0.97
N2 2.39 -3.48 -1.59
C7 2.64 0.30 1.77
O3 2.89 1.39 1.00
O4 2.40 0.57 3.21
H1 5.44 1.89 0.42
H2 7.09 1.82 1.36
H3 5.53 0.96 2.06
H4 5.61 -0.49 -0.55
H5 7.38 0.16 -0.53
H6 7.49 -2.21 0.28
H7 7.91 -1.17 1.80
H8 5.69 -3.27 1.31
H9 6.34 -2.55 2.95
H10 3.09 -4.60 1.50
H11 0.76 -1.62 2.89
C8 -0.52 -3.65 -2.64
C9 -1.53 -4.67 -2.12
O5 -2.44 -4.06 -1.20
C10 -3.42 -3.31 -1.76
O6 -3.59 -3.12 -2.95
O7 -4.17 -2.78 -0.75
C11 -5.18 -1.88 -1.20
H12 -0.02 -3.15 -1.81
H13 0.23 -4.14 -3.27
H14 -1.01 -2.87 -3.23
H15 -1.00 -5.45 -1.57
H16 -2.07 -5.16 -2.94
H17 -5.82 -2.35 -1.96
H18 -4.72 -0.97 -1.59
H19 -5.81 -1.62 -0.34
C12 2.98 3.60 2.84
C13 3.00 3.19 4.31
O8 4.01 3.91 5.02
C14 3.70 5.20 5.34
O9 2.66 5.78 5.07
O10 4.77 5.74 5.98
C15 4.62 7.13 6.28
H20 3.97 3.49 2.40
H21 2.27 2.98 2.28
H22 2.69 4.65 2.72
H23 3.25 2.13 4.39
H24 2.02 3.33 4.78
H25 3.69 7.31 6.83
H26 4.64 7.71 5.35
H27 5.46 7.43 6.90
C16 -9.90 2.25 -4.25
C17 -10.44 0.94 -4.79
O11 -9.45 0.25 -5.56
C18 -8.49 -0.39 -4.84
O12 -8.42 -0.43 -3.62
O13 -7.61 -0.95 -5.71
C19 -6.50 -1.58 -5.08
H28 -9.49 2.86 -5.06
H29 -10.69 2.82 -3.75
H30 -9.09 2.09 -3.54
H31 -11.28 1.14 -5.47
H32 -10.83 0.30 -3.99
H33 -6.82 -2.30 -4.32
H34 -5.85 -0.82 -4.63
H35 -5.93 -2.11 -5.84